Record 1
The following is a DFT calculation (the ωB97M-V functional and the def2-TZVPD basis) of a cluster of 2 separate species, C12H10N5O4S2 in total.

```
33
Properties=species:S:1:pos:R:3:nbo_charge:R:1
C -0.015 1.477 3.809 -0.42
C 1.271 1.931 3.093 -0.41
C 0.876 2.322 1.648 -0.21
N -0.557 2.066 1.575 -0.45
C -1.312 2.235 0.443 -0.07
S -0.588 2.676 -1.005 -0.38
S -2.966 1.971 0.557 -0.38
C -1.136 1.456 2.754 -0.21
H 0.091 0.479 4.241 0.20
H -0.292 2.160 4.617 0.20
H 1.736 2.777 3.606 0.20
H 2.005 1.122 3.073 0.20
H 1.100 3.385 1.455 0.20
H 1.433 1.735 0.896 0.21
H -1.456 0.414 2.547 0.19
H -2.020 2.021 3.100 0.22
N -3.118 4.605 -3.011 -0.29
C -3.222 3.441 -3.096 0.30
C -3.333 2.013 -3.261 -0.19
C -2.211 1.164 -3.291 -0.07
C -2.396 -0.181 -3.634 0.03
N -1.466 -1.218 -3.691 0.41
O -0.256 -1.275 -3.588 -0.35
O -2.233 -2.390 -3.940 -0.15
N -3.574 -2.113 -4.032 -0.09
C -3.649 -0.762 -3.850 0.07
C -4.813 0.086 -3.748 0.04
N -6.150 -0.433 -3.870 0.49
O -6.364 -1.553 -4.374 -0.36
O -7.076 0.304 -3.455 -0.40
C -4.628 1.455 -3.466 -0.07
H -1.200 1.503 -3.083 0.29
H -5.500 2.105 -3.389 0.26
```

The calculation puts the orbital gap at 4.146 eV. The calculated total energy is -49911.07551 eV. The charge is -1. The energy above the lowest of the compared OMol25 structures with the same formula, charge and spin is 0.000 eV. The HOMO energy comes out at -0.1359 Eh.


Record 2
The following is a DFT calculation (the ωB97M-V functional and the def2-TZVPD basis) of an isolated molecule of C12H10NO2P.

```
26
Properties=species:S:1:pos:R:3:nbo_charge:R:1
C 3.665 -2.072 0.146 -0.20
C 2.553 -1.815 -0.306 -0.07
C 1.013 -1.614 -0.404 0.05
C 0.173 -2.798 -0.880 -0.19
C -1.317 -2.630 -0.987 -0.19
C -1.885 -1.308 -0.597 -0.11
C -1.082 -0.122 -0.122 -0.14
C 0.413 -0.277 -0.032 -0.29
P 1.522 1.141 0.492 0.71
C 0.990 1.918 2.118 -0.92
C 1.659 2.400 -0.902 -0.92
C -2.033 1.088 0.185 0.69
O -1.865 2.130 0.778 -0.52
N -3.333 0.683 -0.391 -0.66
C -3.366 -0.763 -0.600 0.67
O -4.309 -1.508 -0.795 -0.52
H 4.672 -2.304 0.589 0.26
H 0.688 -3.756 -1.173 0.25
H -1.999 -3.441 -1.357 0.25
H 1.928 2.397 2.563 0.24
H 0.265 2.785 1.966 0.24
H 0.631 1.176 2.895 0.25
H 0.892 2.103 -1.697 0.24
H 2.677 2.382 -1.395 0.25
H 1.423 3.435 -0.516 0.24
H -3.976 0.769 0.423 0.40
```

The calculation puts the orbital gap at 6.734 eV. The calculated total energy is -27475.07080 eV. The charge is 0. The HOMO energy comes out at -0.2826 Eh. As for the SMILES: C#Cc1ccc2c(c1P(C)C)C(=O)NC2=O.


Record 3
The following is a DFT calculation (the ωB97M-V functional and the def2-TZVPD basis) of a structure of composition C12H11AuNO4.

```
29
Properties=species:S:1:pos:R:3:nbo_charge:R:1
Au 0.004 0.025 -1.726 1.08
O 0.063 2.698 0.156 -0.30
C 0.106 1.917 -0.674 0.47
C -0.105 -1.936 -0.850 0.46
O -0.086 -2.784 -0.074 -0.30
C 1.973 -0.103 -1.055 0.49
O 2.818 -0.210 -0.298 -0.29
C -1.979 0.118 -1.102 0.49
O -2.824 0.221 -0.356 -0.28
C 0.032 0.676 -3.924 -0.50
H -0.862 1.286 -4.055 0.27
H 0.983 1.202 -4.033 0.27
C -0.032 -0.673 -4.011 -0.39
H 0.865 -1.287 -4.156 0.26
H -0.980 -1.194 -4.179 0.26
C -0.088 -0.176 6.343 -0.66
C -0.066 -0.143 4.824 0.03
C 0.874 0.597 4.107 -0.04
C 0.873 0.610 2.688 0.22
N -0.026 -0.074 1.927 -0.56
C -0.948 -0.789 2.626 0.22
C -0.995 -0.846 4.046 -0.06
H 0.870 -0.587 6.724 0.28
H -0.207 0.855 6.741 0.28
H -0.932 -0.812 6.692 0.26
H 1.640 1.179 4.628 0.28
H 1.631 1.201 2.110 0.23
H -1.675 -1.331 1.965 0.23
H -1.784 -1.466 4.472 0.28
```

The calculation puts the orbital gap (spin up / spin down) at 9.057 / 6.160 eV. The calculated total energy is -25957.92041 eV. The charge is +3. Its spin multiplicity is 3. The HOMO energy (spin up / spin down) comes out at -0.7658 / -0.7583 Eh.


Record 4
The following is a DFT calculation (the ωB97M-V functional and the def2-TZVPD basis) of a structure of composition C12H11BF4MoN3O7.

```
39
Properties=species:S:1:pos:R:3:mulliken_charge:R:1
Mo 1.289 0.499 -1.376 2.44
O -0.976 0.855 -4.714 -0.52
C -0.795 0.622 -3.566 0.63
O 0.471 0.718 -3.026 -0.64
C -1.863 0.206 -2.607 0.32
C -3.149 0.070 -3.124 -0.84
C -4.171 -0.310 -2.277 -0.26
C -3.978 -0.558 -0.931 -0.15
C -2.701 -0.425 -0.411 -0.82
C -1.641 -0.043 -1.246 0.98
O -0.397 0.110 -0.772 -0.71
N -2.515 -0.691 1.032 0.95
O -3.505 -1.000 1.648 -0.57
O -1.373 -0.776 1.451 -0.57
N -5.540 -0.459 -2.834 1.06
O -5.680 -0.172 -4.001 -0.58
O -6.410 -0.770 -2.052 -0.59
H -3.340 0.259 -4.171 0.64
H -4.804 -0.850 -0.298 0.66
C 1.649 0.999 3.942 -1.61
C 2.085 -0.288 3.222 2.05
C 3.539 -0.651 3.552 -1.66
C 1.124 -1.448 3.538 -1.44
C 1.982 -0.039 1.789 -0.49
N 1.881 0.151 0.660 -0.28
H 1.734 0.823 5.013 0.42
H 0.613 1.248 3.717 0.38
H 2.289 1.841 3.682 0.41
H 3.604 -0.821 4.625 0.41
H 4.224 0.154 3.290 0.42
H 3.848 -1.563 3.042 0.39
H 1.176 -1.635 4.611 0.43
H 1.416 -2.360 3.019 0.41
H 0.097 -1.201 3.276 0.34
F 3.558 2.815 -3.760 -0.22
B 4.191 1.685 -3.996 0.66
F 3.552 0.704 -4.600 -0.22
F 5.431 1.526 -3.605 -0.20
F 3.087 0.774 -1.740 -0.58
```

The calculation puts the orbital gap (spin up / spin down) at 6.188 / 6.210 eV. The calculated total energy is -44818.68313 eV. The charge is +1. The HOMO energy (spin up / spin down) comes out at -0.4973 / -0.4981 Eh.